{"formula": "C40H103N7O13", "method": "ωB97M-V with the def2-TZVPD basis set", "symbols": ["C", "O", "C", "C", "C", "N", "H", "H", "H", "H", "H", "H", "H", "H", "H", "H", "H", "C", "O", "C", "C", "C", "N", "H", "H", "H", "H", "H", "H", "H", "H", "H", "H", "H", "C", "O", "C", "C", "N", "C", "C", "O", "C", "H", "H", "H", "H", "H", "H", "H", "H", "H", "H", "H", "H", "H", "H", "H", "C", "O", "C", "C", "N", "C", "C", "O", "C", "H", "H", "H", "H", "H", "H", "H", "H", "H", "H", "H", "H", "H", "H", "H", "C", "O", "C", "C", "N", "C", "C", "O", "C", "H", "H", "H", "H", "H", "H", "H", "H", "H", "H", "H", "H", "H", "H", "H", "C", "O", "C", "C", "N", "C", "C", "O", "C", "H", "H", "H", "H", "H", "H", "H", "H", "H", "H", "H", "H", "H", "H", "H", "C", "O", "C", "C", "N", "C", "C", "O", "C", "H", "H", "H", "H", "H", "H", "H", "H", "H", "H", "H", "H", "H", "H", "H", "C", "C", "O", "H", "H", "H", "H", "H", "H"], "positions_angstrom": [[-3.29296, 1.91902, -10.54271], [-2.70746, 1.29985, -9.35408], [-3.52543, 1.49488, -8.31175], [-2.68306, 1.22452, -6.96464], [-3.43712, 1.57906, -5.71533], [-1.48529, 2.03485, -7.08118], [-2.65709, 1.78037, -11.41708], [-3.43563, 2.97322, -10.30521], [-4.23144, 1.42858, -10.80120], [-4.03182, 2.45405, -8.20375], [-4.39919, 0.84427, -8.34879], [-2.59011, 0.13850, -6.95943], [-2.77753, 1.43783, -4.85912], [-4.41652, 1.10442, -5.65533], [-3.62662, 2.65131, -5.66555], [-1.07773, 1.85161, -7.98695], [-1.95320, 2.91444, -7.24700], [-6.24855, -1.56706, 1.81154], [-5.30773, -1.08330, 0.74893], [-4.54802, 0.09893, 0.93459], [-5.50212, 1.31073, 1.25958], [-6.48404, 1.64135, 0.14954], [-4.73419, 2.47696, 1.52563], [-6.48475, -2.57665, 1.47533], [-7.08797, -0.87434, 1.87153], [-5.80214, -1.82948, 2.77068], [-3.83747, -0.05921, 1.74590], [-3.87803, 0.32897, 0.10617], [-6.06455, 1.20208, 2.18692], [-7.14529, 0.77810, 0.07458], [-5.95567, 1.85352, -0.77992], [-7.07928, 2.54788, 0.25909], [-4.02554, 2.45489, 0.80630], [-5.23187, 3.33094, 1.31798], [4.94197, 1.41970, 0.15741], [5.76111, 0.19242, 0.01540], [5.29594, -0.74112, 0.96611], [6.31095, -1.90325, 1.11545], [7.39035, -1.63219, 2.03603], [8.36751, -2.76599, 1.90145], [9.48422, -2.69312, 2.96844], [10.42732, -1.71205, 2.58501], [11.79163, -2.03480, 2.86294], [3.93365, 1.15510, -0.16099], [5.38723, 2.16471, -0.50198], [4.89270, 1.86256, 1.15218], [4.40397, -1.20794, 0.54830], [4.98948, -0.32095, 1.92403], [6.65641, -2.13091, 0.10702], [5.75254, -2.76762, 1.47484], [8.00442, -0.87493, 1.77231], [8.90199, -2.83658, 0.95410], [7.71296, -3.61830, 2.08380], [9.92024, -3.67924, 3.12828], [9.04541, -2.29733, 3.88436], [12.16140, -1.04201, 3.11931], [12.23123, -2.42385, 1.94453], [11.84444, -2.65772, 3.75585], [1.23625, 5.82102, 1.04700], [1.19595, 6.74011, -0.07329], [-0.05656, 6.54263, -0.76987], [-0.04444, 7.23136, -2.10797], [-1.27061, 7.06412, -2.82689], [-1.44752, 5.75785, -3.52025], [-2.39743, 5.85375, -4.71165], [-1.91726, 6.85047, -5.60028], [-0.74464, 6.68802, -6.46770], [1.31398, 4.79395, 0.69039], [0.34064, 5.90695, 1.66230], [2.00298, 6.08654, 1.77482], [-0.90660, 6.95071, -0.22306], [-0.19620, 5.47524, -0.94099], [0.84132, 6.86781, -2.62888], [-0.02896, 8.28477, -1.82834], [-1.27011, 7.76562, -3.55353], [-1.66275, 4.90411, -2.87768], [-0.57214, 5.51167, -4.12125], [-3.41630, 5.97175, -4.34277], [-2.63665, 4.96994, -5.30304], [-1.00261, 7.09039, -7.44731], [-0.36852, 5.66542, -6.43776], [0.01693, 7.38242, -6.11282], [3.47671, -1.90539, 8.53586], [2.68411, -0.95374, 7.79275], [1.29205, -0.92502, 8.06227], [0.50028, -0.06125, 7.15604], [1.04839, 1.27119, 7.33359], [0.64546, 2.19538, 6.27844], [-0.84941, 2.48656, 6.36292], [-1.31739, 1.83299, 5.08480], [-2.62465, 2.09880, 4.67632], [3.19932, -1.87975, 9.58967], [4.51214, -1.60788, 8.37015], [3.43353, -2.95375, 8.24058], [1.26833, -0.67725, 9.12347], [1.09521, -1.98746, 7.91880], [-0.50966, -0.09317, 7.56485], [0.56160, -0.33100, 6.10173], [2.05318, 1.18953, 7.39546], [0.92083, 1.91466, 5.26185], [1.04533, 3.17541, 6.53870], [-0.97806, 3.56526, 6.27365], [-1.24012, 2.06631, 7.28965], [-2.95648, 1.39173, 3.91603], [-2.66262, 3.07796, 4.19892], [-3.36137, 2.13287, 5.47893], [-1.26780, 0.41871, -1.75407], [-1.31631, 1.62108, -0.97811], [-0.38419, 1.85761, 0.08168], [-0.96428, 1.32824, 1.42281], [-0.06321, 1.40883, 2.55683], [1.19218, 0.68634, 2.52508], [0.89542, -0.93016, 2.52765], [1.96908, -1.77990, 2.51961], [2.66133, -1.94461, 3.76888], [-1.84843, -0.25997, -1.12928], [-0.23840, 0.09949, -1.91697], [-1.78513, 0.50275, -2.70980], [-0.30983, 2.94501, 0.09251], [0.60760, 1.49079, -0.18268], [-1.50745, 0.38853, 1.32267], [-1.80020, 1.99993, 1.61813], [-0.54889, 1.28865, 3.43419], [1.82467, 0.72306, 3.41204], [1.88495, 1.15160, 1.82386], [0.23354, -1.23990, 1.71891], [0.26933, -1.10193, 3.40321], [3.32535, -1.08719, 3.87841], [3.25610, -2.84181, 3.59738], [2.03621, -2.14101, 4.63996], [-3.12965, -8.32750, -4.38736], [-2.73010, -7.95761, -3.09613], [-1.60181, -8.59241, -2.56593], [-1.28735, -7.84931, -1.28165], [-1.04067, -6.47796, -1.45880], [-0.01994, -6.22717, -2.45575], [0.45433, -4.76793, -2.46415], [-0.36358, -4.09653, -3.40234], [-0.13895, -2.70352, -3.57400], [-2.26277, -8.23153, -5.04114], [-3.87347, -7.57824, -4.65838], [-3.58598, -9.31336, -4.47635], [-0.76640, -8.44181, -3.24966], [-1.90750, -9.61773, -2.35762], [-0.52015, -8.30482, -0.65554], [-2.12853, -7.70050, -0.60461], [-1.91004, -6.11381, -1.82170], [-0.33517, -6.56214, -3.44396], [0.78748, -6.92081, -2.22117], [1.48601, -4.64953, -2.79538], [0.45347, -4.40869, -1.43505], [0.91904, -2.55039, -3.78692], [-0.30530, -2.28940, -2.57955], [-0.78550, -2.17287, -4.27291], [-1.79522, -3.11469, 0.47887], [-2.07882, -2.83616, 1.97541], [-3.35436, -3.15576, 2.42812], [-0.85379, -2.74975, 0.06820], [-2.51376, -2.61846, -0.17347], [-1.76001, -4.15719, 0.16254], [-1.83950, -1.85222, 2.37874], [-1.42465, -3.53729, 2.49367], [-4.01818, -2.52631, 2.13701]], "forces_ev_per_a": [[0.561, -0.690, 0.631], [0.608, 0.734, -3.289], [-1.312, -0.915, 3.977], [-1.753, -0.325, -1.988], [0.004, 0.946, 0.102], [-0.073, -0.248, 0.400], [0.368, 0.077, 0.376], [-0.137, 0.064, -0.315], [-0.275, 0.098, 0.260], [0.550, 0.950, -0.368], [-0.191, -0.685, -0.001], [1.019, -0.044, -0.004], [-0.300, -0.574, 0.168], [0.231, -0.324, 0.270], [-0.140, 0.302, -0.277], [0.308, -0.288, -0.130], [0.535, 0.952, 0.214], [1.439, 0.160, -1.594], [-0.441, -0.990, 0.454], [-1.624, 0.650, 1.830], [-0.585, 0.418, -0.112], [-0.217, -1.060, -0.490], [2.304, 0.876, 0.002], [-0.634, 0.339, -0.523], [-0.019, -0.359, 0.237], [0.411, 1.001, 0.333], [-0.031, 0.211, 0.597], [-0.575, -0.256, -0.699], [-0.162, -1.009, 0.032], [-0.265, 0.131, -0.694], [0.158, -0.553, -0.244], [-0.060, -0.064, 0.828], [0.709, 0.484, -0.061], [-0.369, 0.012, 0.208], [0.897, -1.138, -1.054], [-0.677, 2.198, 1.368], [0.242, -1.746, -0.592], [-0.868, 1.556, -0.191], [2.018, -1.158, -0.154], [-0.382, 0.180, 1.800], [-1.167, 0.675, -0.304], [0.078, -0.488, -0.387], [-1.266, 1.325, 0.040], [-0.169, 0.232, -0.073], [-0.154, -0.152, -0.115], [0.307, -0.459, 0.307], [-0.438, -0.060, 0.016], [0.397, 0.298, 0.162], [0.078, -0.124, -0.297], [0.058, -0.101, 0.136], [-0.726, 0.934, -0.332], [-0.411, 0.031, -0.478], [0.538, -0.581, -0.156], [0.193, -0.026, -0.046], [-0.225, -0.520, 0.355], [0.843, -0.259, -0.107], [0.421, -0.299, 0.362], [0.340, -0.319, -0.234], [-0.389, 0.837, -0.197], [-0.884, -0.728, 0.534], [0.477, -0.354, 0.160], [0.385, 0.251, 1.009], [-1.119, -1.203, -0.867], [0.668, 0.044, -1.162], [-0.260, -0.237, 0.046], [-0.446, 1.052, -0.556], [-1.048, 0.336, 1.487], [0.219, -0.071, 0.080], [-0.500, -0.059, -0.243], [0.548, 0.015, -0.647], [-0.015, -0.174, 0.449], [-0.159, -0.298, 0.220], [0.310, 0.372, -0.371], [0.681, 0.226, -0.537], [-0.320, 0.047, -0.150], [-0.130, 0.269, 0.232], [1.090, -0.282, 0.702], [-0.205, 1.649, -0.200], [1.166, -0.915, 0.221], [-0.261, -0.641, -0.131], [-0.052, -0.005, -0.371], [0.240, -0.230, 0.308], [-0.455, 0.983, -0.277], [1.722, 0.260, -0.854], [1.556, -2.901, 0.718], [0.786, 0.957, 0.667], [-0.254, 0.559, -0.345], [-0.051, 0.952, 1.707], [0.527, -1.118, -2.919], [-0.014, 0.049, 2.364], [-0.600, 0.917, -0.236], [0.177, 0.203, 0.217], [-0.095, 0.155, 0.292], [-0.643, -0.064, -0.560], [-0.990, 0.291, 0.118], [-1.361, -0.152, 0.297], [-0.303, -0.077, -0.508], [-0.267, -0.593, -0.082], [0.131, 0.125, -0.140], [0.025, -0.048, -0.067], [0.866, -0.141, -0.248], [-0.567, -0.067, 0.078], [-0.555, -0.010, -0.285], [0.185, -0.245, 0.120], [-0.082, 0.268, -0.140], [0.027, -0.308, 0.263], [-0.159, 0.209, 1.695], [-0.126, 0.813, -0.861], [-0.670, -0.594, -0.282], [0.015, 0.769, -0.261], [0.643, 0.445, 0.174], [-0.360, -2.403, 0.224], [-0.682, 2.038, -0.713], [0.868, -0.886, 0.519], [0.367, -0.154, -1.444], [0.333, -0.979, -0.404], [0.016, -0.197, 0.037], [0.077, 0.570, 0.090], [0.086, 0.022, 0.407], [0.090, -0.404, 0.093], [0.480, -0.723, -0.492], [0.004, 0.302, 0.275], [0.077, 0.139, 0.003], [-0.628, 0.849, 0.733], [-0.220, -0.719, -0.884], [0.237, 0.274, -0.452], [-0.037, 0.232, 0.559], [0.036, -0.033, 0.601], [0.213, 0.104, 0.210], [-0.356, 0.373, -0.070], [0.214, 0.762, 0.020], [-0.802, 0.568, 0.255], [-0.711, 0.014, 0.619], [-0.841, -0.561, 1.459], [0.810, 2.025, -0.947], [0.739, 0.118, 0.158], [0.175, -0.577, -0.795], [-1.154, 0.189, -0.686], [0.776, -0.530, 1.875], [-0.039, -0.197, -0.442], [0.002, -0.129, -0.261], [0.140, -0.263, 0.223], [0.156, -0.816, -0.158], [0.741, -0.433, -0.131], [0.332, -0.272, -0.366], [-0.642, -1.498, -0.041], [-0.147, 0.484, 0.017], [-0.036, 0.590, -0.401], [0.483, 0.245, 0.215], [0.357, -0.328, -0.145], [-0.573, 0.471, 0.107], [0.120, 0.267, -0.415], [-0.048, 0.664, 0.082], [-0.071, -0.766, -0.216], [-0.396, 0.799, -0.636], [1.233, -0.810, -0.332], [-1.129, -0.737, 0.205], [0.420, 0.380, 0.697], [-0.433, 0.013, 0.079], [-0.402, -0.257, 0.630], [0.360, 0.348, -0.681], [0.111, 0.101, 0.336], [0.226, 0.172, -0.431]], "mulliken_charge": [-0.74, -0.32, -0.93, 0.42, -1.38, -0.72, 0.25, 0.33, 0.29, 0.43, 0.49, 0.34, 0.29, 0.46, 0.24, 0.38, 0.17, -0.90, -0.48, 0.42, 0.34, -1.54, -0.55, 0.38, 0.33, 0.37, -0.23, 0.17, 0.34, 0.34, 0.31, 0.45, 0.07, 0.28, -0.64, -0.42, -0.43, -0.73, -0.32, -0.65, -0.54, -0.31, -0.71, 0.25, 0.33, 0.28, 0.36, 0.30, 0.32, 0.44, 0.23, 0.28, 0.47, 0.46, 0.25, 0.22, 0.24, 0.35, -0.62, -0.42, 0.15, -0.67, -0.38, -0.35, -0.30, -0.46, -0.69, 0.16, 0.31, 0.37, 0.28, -0.16, 0.32, 0.34, 0.29, 0.38, 0.21, 0.38, 0.06, 0.25, 0.33, 0.25, -0.77, -0.33, -0.82, 0.41, -0.49, -0.35, -0.72, -0.27, -0.89, 0.32, 0.24, 0.30, 0.39, 0.41, 0.30, -0.30, 0.29, -0.01, 0.46, 0.46, 0.34, 0.04, 0.34, 0.45, -0.29, -0.28, -0.24, 0.86, 0.36, -0.84, 0.30, -0.43, -0.75, -0.01, 0.44, -0.03, -0.40, 0.36, -0.58, 0.17, 0.07, 0.32, 0.25, -0.21, 0.15, 0.27, 0.31, 0.29, -0.76, -0.30, -0.44, -1.03, -0.20, -0.68, -0.44, -0.39, -0.28, 0.34, 0.24, 0.27, 0.38, 0.44, 0.40, 0.44, 0.26, 0.24, 0.46, 0.46, 0.13, 0.36, -0.12, 0.25, -0.66, -0.04, -0.64, 0.12, 0.26, 0.31, 0.04, 0.33, 0.26], "largest_force_ev_per_a": 4.287, "smiles": "COC[C@H](C)N.COC[C@H](C)N.COCCNCCOC.COCCNCCOC.COCCNCCOC.COCCNCCOC.COCCNCCOC.CCO", "e_lumo_ev": 0.62, "e_tot_ha": -2946.7364}

---

{"formula": "C11H8F3I2LaNO9S", "method": "ωB97M-V with the def2-TZVPD basis set", "symbols": ["La", "I", "C", "I", "H", "H", "O", "C", "O", "C", "C", "C", "N", "C", "C", "C", "O", "O", "H", "H", "H", "F", "C", "F", "F", "C", "O", "O", "C", "S", "O", "O", "O", "H", "H", "H"], "positions_angstrom": [[-5.61556, -3.13516, 11.50643], [-3.30579, -0.29951, 11.07592], [-4.42033, 0.40308, 12.88941], [-6.50287, -0.26398, 13.37253], [-4.56334, 1.47813, 12.79048], [-3.91975, 0.19870, 13.83142], [-5.94666, -9.40297, 16.03422], [-6.91769, -8.81486, 15.49509], [-8.17457, -8.91721, 15.59401], [-6.64966, -7.74093, 14.57698], [-5.39070, -7.11752, 14.79075], [-5.15422, -5.94715, 14.03621], [-6.07613, -5.41554, 13.20926], [-7.23144, -6.03778, 13.05010], [-7.61756, -7.17853, 13.69902], [-8.19621, -5.24437, 12.15966], [-9.40451, -5.46140, 12.18961], [-7.63242, -4.29674, 11.40917], [-4.64966, -7.54168, 15.49185], [-4.29234, -5.31569, 14.21628], [-8.66138, -7.52304, 13.36281], [-0.32396, -4.64765, 13.80777], [-1.62078, -4.82663, 13.70212], [-2.23747, -4.80669, 14.97295], [-1.90973, -6.02025, 13.08366], [-2.26003, -3.66391, 12.83487], [-1.50476, -2.76261, 12.52009], [-3.49781, -3.90928, 12.52379], [-5.96231, -2.92110, 7.16902], [-5.31182, -2.71630, 8.81236], [-3.91995, -2.28973, 8.80929], [-5.46561, -4.10279, 9.35457], [-6.22662, -1.78813, 9.54318], [-5.53375, -3.88382, 6.77137], [-5.68550, -1.98160, 6.65124], [-7.04068, -2.98453, 7.26517]], "forces_ev_per_a": [[-0.617, -2.500, 3.659], [-1.321, 0.476, 1.769], [-0.254, 0.276, -0.297], [1.094, -0.019, -0.656], [0.107, -0.235, -0.186], [0.328, -0.297, -0.392], [-0.952, 0.080, -0.076], [-1.664, -1.948, 0.853], [0.515, -1.114, 1.069], [1.601, 2.255, -0.950], [-0.686, 1.103, -1.787], [-0.611, -0.192, 1.049], [1.833, 0.605, 0.210], [-0.776, 1.054, -0.844], [-0.383, -0.581, -0.613], [-0.908, 0.117, -0.355], [1.318, 0.165, -0.146], [0.066, -0.100, 0.794], [-0.758, 0.253, -0.549], [0.011, -0.368, -0.254], [1.879, 0.035, 1.370], [0.064, -0.681, 0.558], [-2.377, 0.500, -0.398], [1.403, -0.447, -1.619], [0.740, 0.954, 1.238], [-0.145, -0.849, -0.257], [-0.747, -0.058, 0.078], [0.733, 1.148, 0.033], [0.806, 0.351, -0.016], [0.050, -0.672, -2.746], [-0.989, -0.142, -0.205], [0.396, 0.777, 0.020], [0.730, -0.322, -0.430], [-0.316, 1.298, 0.227], [-0.099, -0.815, -0.188], [-0.073, -0.108, 0.036]], "mulliken_charge": [1.58, 0.20, -0.95, -0.01, 0.43, 0.45, -0.74, 0.35, -0.71, 0.72, -0.71, -0.45, -0.14, 0.53, -0.56, 0.25, -0.66, -0.49, 0.43, 0.41, 0.33, -0.23, 0.68, -0.26, -0.23, 0.23, -0.57, -0.32, -1.01, 1.37, -0.61, -0.66, -0.64, 0.33, 0.34, 0.32], "largest_force_ev_per_a": 4.474, "e_lumo_ev": 0.06, "e_tot_ha": -2480.8964, "total_charge": -1}